This record from the OMol25 dataset describes C6H24O6 as an isolated structure at a distorted geometry. The level of theory is ωB97M-V/def2-TZVPD.

Structure (XYZ):
```
36
Properties=species:S:1:pos:R:3:forces:R:3:lowdin_charge:R:1
C 1.939 -2.111 -1.161 2.881 1.077 0.234 -0.0082
O 0.587 -1.880 -1.262 4.780 -2.364 -13.058 -0.0670
H 2.329 -1.096 -1.232 1.350 -0.347 -0.576 0.1130
H 2.140 -2.374 -0.122 0.110 -0.662 -0.099 0.1357
H 2.235 -2.842 -1.913 0.588 0.182 0.326 0.1299
H 0.425 -1.874 -2.209 -1.105 0.538 -0.262 0.1856
C -1.887 0.545 -1.851 0.615 0.141 0.678 -0.1488
O -1.102 0.284 -3.001 -0.611 -0.606 -1.052 -0.1199
H -2.975 0.513 -1.917 -0.045 0.077 -0.743 0.0893
H -1.612 -0.217 -1.122 -0.019 0.398 0.159 0.0795
H -1.514 1.539 -1.605 -0.815 0.074 1.131 0.0813
H -1.342 0.998 -3.597 0.296 -0.176 -0.484 0.0805
C 0.520 0.600 -0.202 1.290 -0.777 -1.391 -0.1100
O 0.105 -0.715 0.218 -1.133 6.646 1.667 -0.1565
H 1.573 0.715 0.055 -0.230 0.167 0.295 0.1144
H 0.471 0.726 -1.283 0.089 -0.412 -0.340 0.0891
H -0.041 1.464 0.154 -0.126 -1.693 0.280 0.0474
H 0.489 -1.309 -0.431 -1.388 2.225 2.436 -0.2556
C -1.046 1.195 2.190 -0.166 -1.524 -0.284 -0.1761
O -0.251 0.023 2.206 0.535 2.767 4.912 -0.1195
H -1.897 0.682 1.741 -1.567 1.628 0.507 0.1012
H -1.071 1.715 3.148 -0.822 -0.618 0.409 0.0888
H -0.679 1.996 1.547 -0.660 -0.578 -0.298 0.0147
H -0.071 -0.163 1.282 0.005 -1.143 0.977 -0.1497
C -0.795 -3.018 0.864 -0.772 0.747 0.098 -0.1317
O -0.554 -3.273 -0.481 -3.297 -5.119 0.552 -0.1244
H 0.029 -3.452 1.430 -0.451 0.175 0.821 0.0976
H -0.900 -1.933 0.899 0.277 -0.692 1.335 0.0633
H -1.808 -3.308 1.142 0.228 -1.048 0.143 0.0875
H 0.351 -3.072 -0.732 -1.762 -2.076 1.307 -0.0295
C 1.112 3.346 1.548 0.862 1.065 1.360 -0.1631
O 1.321 2.852 0.281 0.872 0.635 -1.409 -0.1524
H 2.070 3.294 2.066 0.149 0.111 -0.075 0.0954
H 0.848 4.401 1.476 -0.338 0.113 0.464 0.0918
H 0.436 2.761 2.172 0.328 0.631 -0.181 0.0430
H 0.566 2.988 -0.296 0.050 0.438 0.160 0.0834
```
Positions in Å, forces in eV/Å.

Its molecular weight is 192.252 g mol⁻¹. The value obtained for the energy relative to the best compared isomer or geometry (same formula, charge and spin) is 305.9 kcal/mol. The HOMO-LUMO gap comes out at 8.65 eV. Its multiplicity is 1.

This record from the OMol25 dataset describes a 6-piece molecular cluster, C6H25NO6 overall at a distorted geometry. The level of theory is ωB97M-V/def2-TZVPD.

Structure (XYZ):
```
38
Properties=species:S:1:pos:R:3:forces:R:3:lowdin_charge:R:1
C 2.068 -1.591 0.772 0.926 -1.321 -0.449 -0.2480
C 1.800 -3.006 0.192 0.858 0.674 1.207 -0.1032
C 0.816 -0.980 1.407 0.676 -0.249 -1.027 -0.2060
N 0.755 0.467 1.180 0.299 -0.132 1.207 -0.2362
C 1.419 1.150 2.294 -0.091 -0.108 0.025 -0.0850
C -0.579 1.031 0.919 0.279 -2.817 -0.122 -0.1766
C -1.593 1.013 2.060 -0.320 3.277 0.672 -0.1676
O -1.931 2.444 2.262 0.326 -0.180 0.174 -0.1100
H 2.560 -1.033 -0.023 -0.659 0.589 -0.108 0.0823
H 2.907 -1.747 1.461 -0.326 0.261 0.468 0.0994
H 1.073 -2.963 -0.608 -0.092 -0.354 -0.137 0.0673
H 2.771 -3.410 -0.099 -0.185 -0.048 -0.608 0.0683
H 1.521 -3.651 1.025 -0.633 -0.166 -0.204 0.0698
H 0.838 -1.323 2.448 -0.440 0.475 0.230 0.1242
H -0.033 -1.458 0.923 -0.242 0.097 -0.004 0.1147
H 2.382 0.686 2.503 0.179 0.086 -0.302 0.0858
H 0.869 1.058 3.240 -0.126 0.154 -0.018 0.0792
H 1.550 2.206 2.063 0.060 0.065 0.064 0.0906
H -0.987 0.404 0.124 0.048 0.339 -0.318 0.0940
H -0.334 1.988 0.538 -0.663 1.271 -0.138 0.1085
H -2.581 0.582 1.935 0.484 -1.006 -0.482 0.1145
H -1.145 0.762 3.020 -0.029 -0.702 -0.151 0.1002
H -2.870 2.575 2.137 -0.152 -0.108 -0.054 0.0634
H -2.283 -1.608 -2.335 -0.261 -0.616 0.528 -0.0028
H -2.413 -0.922 -1.038 -0.192 -0.077 0.370 -0.0063
O -2.870 -1.599 -1.551 0.332 0.551 -0.491 -0.0719
H -3.681 0.732 -1.521 -0.084 -0.385 0.257 0.0322
H -3.274 2.154 -1.358 0.117 0.179 0.301 0.0466
O -3.331 1.335 -0.852 -0.084 0.136 -0.520 -0.0508
H 0.068 -0.997 -3.167 0.067 -0.267 -0.007 0.0315
H -1.295 -0.706 -3.644 0.189 -0.088 -0.333 0.0477
O -0.755 -1.461 -3.366 -0.140 0.469 -0.133 -0.0531
H 0.009 2.059 -3.092 -0.043 0.091 -0.172 0.0388
H 0.836 0.882 -2.678 0.299 0.411 -0.242 -0.0053
O 0.412 1.270 -3.468 -0.256 -0.270 0.350 -0.0745
H 2.997 1.438 -1.791 0.217 0.281 0.282 0.0578
H 2.087 1.197 -0.486 0.102 -0.110 0.081 0.0316
O 2.216 1.022 -1.429 -0.441 -0.402 -0.192 -0.0511
```
Positions in Å, forces in eV/Å.

The SMILES is CCCN(C)CCO.O.O.O.O.O. Its molecular weight is 207.267 g mol⁻¹. The value obtained for the energy relative to the best compared isomer or geometry (same formula, charge and spin) is 51.2 kcal/mol. The HOMO-LUMO gap comes out at 9.14 eV. Its multiplicity is 1.

This record from the OMol25 dataset describes a 6-piece molecular cluster, C6H25NO6 overall at a distorted geometry. The level of theory is ωB97M-V/def2-TZVPD.

Structure (XYZ):
```
38
Properties=species:S:1:pos:R:3:forces:R:3:lowdin_charge:R:1
C -1.455 -2.048 0.440 1.806 -0.906 1.209 -0.2095
C -1.316 -3.579 0.475 -0.167 0.774 -0.930 -0.0915
C -0.096 -1.370 0.087 -1.448 1.287 -2.187 -0.1583
N -0.362 0.061 -0.333 -0.693 0.000 0.362 -0.0755
C -0.944 0.951 -2.563 0.367 -0.090 0.813 -0.0546
C 0.217 0.673 -1.563 -2.753 0.723 0.300 -0.3658
C 0.776 2.070 -1.226 0.081 0.543 -1.532 -0.2475
O 2.162 1.948 -0.916 0.667 -1.399 -0.161 -0.0812
H -2.270 -1.790 -0.175 -0.555 0.453 -1.560 0.0839
H -1.823 -1.679 1.387 0.471 0.162 0.698 0.0987
H -0.333 -3.946 0.607 1.321 0.040 0.596 0.0580
H -1.546 -3.948 -0.502 -0.461 -0.369 -0.741 0.0628
H -1.927 -4.091 1.169 -0.818 -0.264 0.790 0.0596
H 0.587 -1.337 0.906 0.119 -0.432 0.836 0.0702
H 0.451 -1.859 -0.770 -0.787 0.093 0.740 0.1080
H -1.380 0.334 -0.183 1.907 -0.660 -0.502 0.1460
H -0.595 1.567 -3.376 0.272 -0.470 -0.823 0.0624
H -1.437 -0.002 -2.862 0.008 1.042 0.130 0.0938
H -1.569 1.709 -2.048 -0.447 -0.934 -0.061 0.0873
H 0.929 -0.029 -1.983 0.441 0.165 -0.097 0.1087
H 0.175 2.546 -0.390 1.125 -0.490 -1.046 0.1189
H 0.657 2.783 -2.126 0.244 -1.074 1.162 0.1375
H 2.503 1.129 -1.402 -0.703 1.925 0.911 0.1152
H 0.151 1.393 0.798 -0.531 -0.261 1.231 0.0018
H 0.714 1.858 2.127 2.891 0.089 1.978 -0.0059
O -0.045 1.902 1.634 -2.648 0.137 -2.146 -0.0512
H 2.689 -1.866 -1.680 -1.311 -0.654 -2.185 0.0864
H 1.513 -2.182 -2.736 -4.095 -0.706 0.225 -0.0438
O 2.392 -2.035 -2.635 5.489 1.281 1.951 -0.0398
H 2.248 -0.293 0.988 -1.104 0.984 -2.337 -0.0320
H 3.285 0.073 1.975 1.404 1.318 0.405 0.0325
O 2.639 -0.562 1.773 -0.287 -2.034 1.946 0.0136
H -0.740 0.403 3.399 -1.171 2.103 -0.824 -0.0116
H 0.656 -0.171 3.193 1.690 0.475 -1.019 -0.0306
O -0.176 -0.298 3.580 -0.456 -2.815 1.836 -0.0044
H -2.429 4.263 1.029 -0.492 0.707 1.806 0.0748
H -1.917 3.329 1.881 2.411 -3.711 0.685 -0.0722
O -2.383 4.092 2.021 -1.789 2.968 -2.461 -0.0448
```
Positions in Å, forces in eV/Å.

The SMILES is CCCN[C@@H](C)CO.O.O.O.O.O. Its molecular weight is 207.267 g mol⁻¹. The value obtained for the energy relative to the best compared isomer or geometry (same formula, charge and spin) is 78.3 kcal/mol. The HOMO-LUMO gap comes out at 9.44 eV. Its multiplicity is 1.

This record from the OMol25 dataset describes a 6-piece molecular cluster, C6H26N2O5 overall at a distorted geometry. The level of theory is ωB97M-V/def2-TZVPD.

Structure (XYZ):
```
39
Properties=species:S:1:pos:R:3:forces:R:3:lowdin_charge:R:1
C 2.371 -1.762 -0.530 -0.612 -0.327 1.356 -0.2318
C 1.267 -2.680 -1.098 0.406 0.763 0.105 -0.0994
C 1.960 -1.265 0.896 -0.763 -0.158 -2.147 -0.2055
N 0.961 -0.144 0.841 1.316 -0.955 0.256 -0.0888
C 1.706 1.133 0.869 -0.459 -0.356 -0.091 -0.1691
C 1.253 2.218 -0.165 0.681 1.282 0.883 -0.2006
N 0.132 1.934 -1.058 0.613 0.358 0.715 -0.1369
C -0.871 3.030 -1.067 0.858 -1.011 -0.605 -0.0931
H 2.527 -0.919 -1.201 0.140 0.101 -0.037 0.0982
H 3.324 -2.274 -0.352 -0.135 -0.152 -0.576 0.1037
H 1.127 -3.630 -0.576 0.606 -0.085 -0.210 0.0763
H 0.292 -2.208 -0.950 -0.020 0.263 -0.412 0.0555
H 1.493 -2.778 -2.160 -0.484 -0.545 -0.022 0.0662
H 2.881 -0.931 1.350 -0.199 -0.016 0.819 0.0993
H 1.523 -2.173 1.325 0.157 0.382 0.716 0.1110
H 0.385 -0.242 0.021 -0.012 0.235 -0.390 0.0661
H 2.764 0.903 0.675 -0.214 0.264 -0.085 0.0972
H 1.650 1.413 1.924 0.013 0.755 -0.208 0.1143
H 2.163 2.541 -0.682 0.037 -0.710 -0.703 0.1066
H 1.107 3.218 0.305 -0.580 -0.889 0.483 0.1083
H 0.506 1.767 -1.980 -0.193 0.096 -0.009 0.0574
H -1.595 2.858 -0.280 -0.205 0.072 0.121 0.0698
H -1.345 2.935 -2.056 -0.168 0.613 0.429 0.0818
H -0.369 3.999 -0.900 -0.471 -0.112 -0.389 0.0764
H -2.257 -2.894 0.929 -0.211 -0.473 0.256 0.0345
H -1.798 -1.780 1.765 -0.064 -0.037 0.804 -0.0175
O -2.075 -2.705 1.861 0.057 0.138 -1.134 -0.0747
H 0.098 0.899 -4.194 -0.055 0.847 -0.139 0.0489
H 0.213 -0.513 -3.955 0.120 -0.732 0.340 0.0542
O 0.334 0.311 -3.480 -0.053 -0.238 -0.412 -0.0415
H -2.619 0.804 0.789 0.050 0.014 -0.733 -0.0209
H -2.514 0.352 2.183 -0.229 0.265 0.311 -0.0007
O -3.071 0.920 1.623 0.262 -0.265 0.367 -0.0665
H -0.475 -1.239 3.462 -0.569 0.170 0.239 0.0577
H -0.158 -0.641 2.119 -0.499 1.168 0.489 0.0177
O -0.816 -0.543 2.881 1.140 -0.670 -0.460 -0.1106
H -1.028 0.028 -1.553 0.579 0.557 -0.269 -0.0333
H -2.475 0.497 -1.760 0.370 -0.332 0.206 0.0514
O -1.925 -0.149 -1.287 -1.210 -0.281 0.136 -0.0616
```
Positions in Å, forces in eV/Å.

The SMILES is CCCNCCNC.O.O.O.O.O. Its molecular weight is 206.283 g mol⁻¹. The value obtained for the energy relative to the best compared isomer or geometry (same formula, charge and spin) is 48.1 kcal/mol. The HOMO-LUMO gap comes out at 9.12 eV. Its multiplicity is 1.

This record from the OMol25 dataset describes a 7-piece molecular cluster, C6H26NO6 overall at a distorted geometry. The level of theory is ωB97M-V/def2-TZVPD.

Structure (XYZ):
```
39
Properties=species:S:1:pos:R:3:forces:R:3:lowdin_charge:R:1
C -1.421 2.882 1.271 0.352 0.304 -1.247 -0.0315
C -0.543 1.805 0.591 -1.129 1.343 0.413 -0.3271
C 0.421 1.127 1.557 0.220 -0.106 0.382 -0.1446
C 1.671 0.465 1.037 -0.888 -0.207 -0.688 -0.1178
C 1.731 -0.853 0.895 -0.215 -0.087 -0.097 -0.1413
C 2.864 -1.602 0.242 -0.619 -0.138 0.131 -0.0708
N -1.403 0.825 -0.169 0.723 0.576 -1.107 0.2022
H -0.720 3.557 1.758 -0.296 -0.139 0.665 0.0906
H -1.780 3.513 0.450 -0.405 -0.079 0.057 0.0845
H -2.290 2.583 1.847 0.311 -0.245 0.440 0.0888
H -0.087 2.447 -0.148 0.753 -0.541 -0.208 0.1102
H -0.157 0.380 2.107 0.053 0.141 0.221 0.1041
H 0.762 1.907 2.238 -0.329 0.025 0.203 0.1232
H 2.443 1.125 0.675 0.260 0.038 0.271 0.0942
H 0.843 -1.387 1.225 0.197 -0.292 0.070 0.0847
H 3.059 -1.100 -0.706 0.701 -0.078 0.118 0.0633
H 2.610 -2.630 -0.019 -0.271 0.069 0.068 0.0734
H 3.709 -1.690 0.923 0.321 0.326 -0.291 0.0847
H -2.413 0.855 -0.066 -0.049 -0.522 1.563 0.1679
H -0.971 -0.118 -0.088 -1.140 -0.249 -0.104 0.1071
H -1.434 1.045 -1.183 1.232 0.128 0.255 0.1231
H 2.835 2.214 -2.193 0.091 -0.110 0.052 0.0801
H 2.928 1.051 -1.180 -0.125 0.112 -0.126 0.0426
O 2.340 1.741 -1.513 0.391 0.275 -0.152 -0.0465
H -0.743 -0.236 -2.926 -0.400 0.157 0.034 0.0246
H -0.539 -1.299 -3.892 -0.456 -0.553 -0.150 0.0812
O -1.223 -1.013 -3.268 1.045 0.723 -0.213 -0.0408
H -1.882 -3.756 0.974 -0.030 -0.374 -0.103 0.0673
H -0.746 -4.739 1.214 0.157 -0.042 -0.154 0.0867
O -0.931 -3.874 0.828 -0.508 -0.072 0.389 -0.0453
H -1.247 -2.488 2.090 0.245 0.275 0.406 -0.0055
H -1.692 -1.615 3.317 0.035 -0.211 0.030 0.0567
O -1.501 -1.597 2.375 -0.103 0.229 -0.210 -0.0560
H -0.412 2.422 -3.127 0.452 0.401 0.180 0.0791
H 0.610 2.110 -1.875 0.247 0.129 -0.749 0.0105
O -0.116 1.814 -2.446 -1.034 -0.835 -0.082 -0.0598
H -1.542 -1.648 -1.708 0.066 -0.559 0.460 0.0223
H -1.430 -2.554 -0.380 0.300 0.154 -0.617 0.0095
O -1.606 -1.671 -0.725 -0.155 0.033 -0.111 -0.0759
```
Positions in Å, forces in eV/Å.

Its molecular weight is 208.275 g mol⁻¹. Its charge is +1. The value obtained for the energy relative to the best compared isomer or geometry (same formula, charge and spin) is 37.9 kcal/mol. The HOMO-LUMO gap comes out at 9.88 eV. Its multiplicity is 1.

This record from the OMol25 dataset describes a 8-piece molecular cluster, C6H26NO8 overall at a distorted geometry. The level of theory is ωB97M-V/def2-TZVPD.

Structure (XYZ):
```
41
Properties=species:S:1:pos:R:3:forces:R:3:lowdin_charge:R:1
O 2.583 -1.410 1.381 0.038 -0.176 0.012 0.0903
C 1.492 -1.810 1.674 0.016 0.251 0.250 -0.1500
C 0.321 -0.861 1.913 -0.545 0.645 0.291 -0.2420
C 0.743 0.598 2.005 0.759 -0.031 -1.058 -0.1157
C -0.249 1.594 2.516 -0.963 0.242 0.382 -0.3331
C -1.473 1.251 2.922 0.463 -0.607 0.276 0.0541
C 0.117 3.055 2.489 0.719 -0.530 0.631 -0.0408
N -0.734 -1.021 0.868 0.282 -0.303 -0.725 0.1799
H 1.318 -2.878 1.881 -0.118 -0.095 -0.209 0.1440
H -0.177 -1.158 2.840 0.249 -0.217 0.117 0.1552
H 1.002 0.899 0.979 -0.069 0.074 0.026 0.1085
H 1.726 0.645 2.481 -0.232 0.121 0.463 0.1405
H -2.211 1.942 3.298 0.058 0.242 -0.091 0.0745
H -1.737 0.205 3.043 -0.198 -0.028 -0.043 0.0549
H 1.033 3.244 3.059 0.210 -0.240 -0.256 0.0920
H -0.614 3.623 3.054 -0.370 0.229 -0.559 0.0828
H 0.291 3.379 1.466 -0.214 0.363 -0.020 0.0791
H -1.606 -0.613 1.195 0.005 0.196 -0.015 0.1201
H -0.972 -1.991 0.697 -0.343 -0.530 0.094 0.1236
H -0.557 -0.621 -0.152 0.097 0.308 0.861 0.1111
H -0.780 -1.408 -4.483 -0.060 -0.055 -0.225 0.0351
H -0.158 -2.794 -4.169 -0.160 -0.013 -0.158 0.0469
O 0.027 -1.851 -4.211 0.180 -0.118 0.476 -0.0562
H 1.562 2.723 -0.867 -0.374 0.091 -0.294 0.0686
H 2.264 1.394 -0.946 -0.265 -0.202 -0.181 0.0107
O 1.436 1.841 -1.240 0.630 0.172 0.465 -0.0689
H 0.692 1.103 -4.816 0.009 0.021 -0.056 0.0625
H 1.333 0.479 -3.579 0.111 -0.015 -0.134 0.0458
O 0.499 0.817 -3.919 -0.142 0.191 0.023 -0.0507
H -0.582 -0.368 -2.280 -0.203 -0.104 0.151 0.0514
H 0.044 0.812 -1.617 -0.244 0.279 0.584 0.0302
O -0.663 0.140 -1.451 0.425 -0.226 -0.941 -0.0482
H 3.653 -0.015 0.446 -0.214 -0.239 0.207 0.0317
H 4.463 0.625 -0.662 1.211 0.291 -0.492 0.0568
O 3.581 0.454 -0.388 -0.823 -0.039 0.162 -0.0196
H -3.368 -0.043 -1.826 0.711 0.791 -0.591 0.0352
H -4.072 0.562 -0.550 0.198 0.287 -0.326 0.0721
O -3.990 -0.196 -1.133 -0.812 -0.915 0.885 -0.0163
H -3.258 -3.124 -0.480 0.034 -0.356 0.277 0.0563
H -3.335 -1.641 -0.317 -0.019 -0.195 0.464 0.0037
O -2.991 -2.445 0.148 -0.038 0.440 -0.724 -0.0759
```
Positions in Å, forces in eV/Å.

Its molecular weight is 240.273 g mol⁻¹. Its charge is +1. The value obtained for the energy relative to the best compared isomer or geometry (same formula, charge and spin) is 0.0 kcal/mol. The HOMO-LUMO gap comes out at 9.76 eV. Its multiplicity is 1.